# 1
Molecular formula: C14H24Cl2I2O2
Method: DFT, wB97M-V/def2-TZVPD

Properties
orbital gap	0.3429	Ha
LUMO level	0.449	eV
strongest force on any atom	0.0072	hartree/bohr
total charge	0

XYZ file:
```
44
C14H24Cl2I2O2, DFT wB97M-V/def2-TZVPD
I 2.003 -1.906 1.671
I -2.270 -1.659 -1.762
Cl 1.120 1.283 2.913
Cl 2.838 0.856 -0.613
O 0.478 -2.482 -2.562
O -0.591 0.647 -1.797
C -2.359 -2.478 1.680
C 0.770 -1.342 -1.795
C -0.453 -0.608 -1.183
C -2.854 2.240 -1.062
C -0.480 -0.321 0.350
C -0.336 1.751 -0.938
C 0.988 1.891 1.225
C -0.066 -1.355 1.406
C 3.500 2.425 1.486
C -0.874 -2.664 1.322
C -0.180 1.207 0.495
C 1.112 -3.665 -2.129
C 2.345 2.133 0.538
C -1.430 2.805 -1.078
H -3.021 -2.894 0.916
H 3.205 3.174 2.223
H 4.347 2.807 0.913
H -2.590 -2.967 2.628
H 2.204 -3.573 -2.169
H -0.423 -3.362 2.031
H -2.931 1.328 -0.463
H 2.192 3.006 -0.101
H -1.040 1.587 1.060
H -3.195 1.989 -2.068
H -0.304 -0.893 2.367
H 0.597 2.204 -1.287
H -2.634 -1.424 1.786
H -1.307 3.526 -0.261
H 0.801 -4.459 -2.805
H -1.259 3.364 -2.002
H 3.812 1.516 1.998
H 0.621 2.911 1.391
H -3.552 2.971 -0.645
H 0.820 -3.929 -1.104
H 1.244 -0.601 -2.445
H 1.468 -1.607 -1.006
H -0.754 -3.116 0.335
H -1.562 -0.316 0.543
```

***

# 2
Molecular formula: C14H24EuN5O10P2S
Method: DFT, wB97M-V/def2-TZVPD

Properties
orbital gap (alpha / beta)	0.1565 / 0.2033	Ha
LUMO level (alpha / beta)	2.692 / 2.692	eV
spin multiplicity	8
energy relative to the best compared isomer or geometry (same formula, charge and spin)	90.9	kJ/mol
<S²>	15.760
strongest force on any atom	0.0558	hartree/bohr
total charge	-1

XYZ file:
```
57
C14H24EuN5O10P2S, DFT wB97M-V/def2-TZVPD
Eu 0.247 -0.202 1.401
S -2.451 -1.331 0.476
P 2.080 -2.732 0.237
P 2.788 -0.947 2.394
O 2.665 -3.643 2.593
O -0.973 1.444 -0.237
O 0.680 -2.382 0.596
O 1.578 -1.123 3.260
O 0.883 -0.071 -1.007
O 4.113 -0.592 3.245
O 2.596 0.004 1.254
O 2.632 -1.958 -0.996
O 2.234 -4.254 -0.251
O -1.290 -1.026 3.221
N -2.550 -0.391 4.969
N 0.600 0.875 -1.849
N -1.255 -2.113 -1.786
N -0.358 1.631 -1.376
N -2.607 -0.437 -2.082
C -2.048 3.257 -1.926
C -0.053 3.124 -3.309
C -0.558 4.133 -4.114
C 3.173 -2.616 1.709
C -1.920 -0.521 -3.375
C -0.969 -1.715 -3.160
C -0.810 2.678 -2.216
C -1.892 -0.127 3.796
C -1.802 4.707 -3.849
C -1.949 1.286 3.281
C -2.538 4.262 -2.749
C -0.551 1.763 2.820
C 4.636 -2.859 1.385
C -2.108 -1.293 -1.159
H 4.770 -3.862 0.971
H -2.623 -0.700 -4.192
H -2.189 5.496 -4.486
H 0.021 1.984 3.741
H 2.037 -4.857 0.493
H -1.365 0.392 -3.592
H 4.983 -2.126 0.655
H -3.078 0.388 -1.761
H -3.504 4.709 -2.523
H -2.619 1.265 2.411
H 0.072 -1.414 -3.269
H -2.582 2.921 -1.044
H 0.034 4.489 -4.954
H -0.600 -2.613 -1.218
H -2.536 -1.323 5.332
H 4.124 0.354 3.480
H -0.698 2.733 2.333
H 2.063 -1.090 -1.128
H -3.066 0.323 5.440
H 1.988 -3.203 3.142
H -2.424 1.927 4.045
H 5.232 -2.764 2.293
H 0.912 2.672 -3.509
H -1.176 -2.529 -3.855
```

***

# 3
Molecular formula: C14H24F2N2O8S2
Method: DFT, wB97M-V/def2-TZVPD

Properties
orbital gap	0.1887	Ha
LUMO level	-3.010	eV
strongest force on any atom	0.0104	hartree/bohr
total charge	0

XYZ file:
```
52
C14H24F2N2O8S2, DFT wB97M-V/def2-TZVPD
S -6.519 0.466 -0.994
S -9.038 1.243 -0.351
F -9.855 2.398 -1.046
F -6.150 0.791 0.538
O -8.837 1.683 0.990
O 5.573 -1.154 0.990
O -9.790 0.058 -0.592
O 6.424 0.926 0.845
O -6.782 -0.939 -0.973
O 0.939 -0.941 -0.780
O -5.357 0.913 -1.700
O 7.582 1.705 -0.918
N -7.736 1.394 -1.268
N 1.709 2.024 0.186
C -0.923 -2.373 1.612
C -2.815 -1.227 -1.562
C 8.678 0.095 0.514
C -1.117 -1.758 0.232
C -0.208 -0.558 0.014
C 1.933 0.018 -0.939
C 1.373 1.426 -0.885
C 4.391 0.425 -0.375
C -2.955 -0.043 0.668
C -2.570 -1.344 -0.056
C 5.497 -0.054 0.551
C 3.011 0.076 0.185
C 2.495 1.172 1.113
C 7.587 0.985 0.022
H 8.296 -0.920 0.628
H 9.507 0.116 -0.185
H -3.219 -2.133 0.332
H 4.509 1.497 -0.535
H -2.369 0.139 1.576
H 1.454 2.982 0.400
H 0.764 1.924 -1.631
H -4.010 -0.028 0.924
H 3.259 1.757 1.623
H -3.778 -0.749 -1.746
H -1.673 -3.141 1.799
H 3.027 -0.889 0.690
H -2.019 -0.668 -2.066
H -0.799 -2.490 -0.520
H 8.995 0.432 1.501
H -2.855 -2.228 -1.998
H -2.806 0.815 0.004
H -1.018 -1.618 2.398
H 4.549 -0.075 -1.333
H -0.752 0.231 -0.517
H 1.805 0.789 1.866
H 2.385 -0.152 -1.918
H 0.063 -2.833 1.710
H 0.145 -0.163 0.975
```

***

# 4
Molecular formula: C14H24F2NO6S2
Method: DFT, wB97M-V/def2-TZVPD

Properties
orbital gap	0.2003	Ha
LUMO level	-4.632	eV
strongest force on any atom	0.0671	hartree/bohr
total charge	+1

XYZ file:
```
49
C14H24F2NO6S2, DFT wB97M-V/def2-TZVPD
S 1.530 3.224 -1.896
S 0.772 -3.516 3.556
F 4.133 1.039 -3.299
F 3.442 3.250 0.407
O 2.285 0.278 -2.512
O 3.654 1.143 0.096
O 1.975 -3.778 2.512
O 0.470 -4.735 4.208
O -0.222 -2.729 2.908
O 1.581 -2.564 4.575
N 2.997 2.357 -1.725
C 3.374 2.153 -0.363
C -1.273 3.028 -1.492
C -1.122 -1.563 -0.721
C -0.412 -2.911 -0.361
C -2.405 1.732 0.427
C 3.052 1.137 -2.514
C 2.973 -2.569 4.242
C -3.768 2.542 -1.654
C -2.397 1.981 -1.121
C -0.972 -0.469 0.098
C -2.122 0.247 0.858
C -1.944 -1.565 -2.038
C 0.080 2.201 -1.448
C 3.019 -2.831 2.750
H 2.791 -1.924 2.182
H -1.394 3.451 -2.512
H -1.883 -2.534 -2.572
H -1.191 3.851 -0.752
H 3.431 -1.620 4.510
H -1.032 -3.720 -0.804
H -3.410 2.005 0.829
H 0.231 1.917 -0.379
H -2.199 1.065 -1.723
H -2.999 -1.226 -1.905
H -1.665 2.440 0.877
H 3.454 -3.375 4.801
H 0.645 -2.965 -0.710
H -1.463 -0.809 -2.705
H -0.397 -2.986 0.748
H -0.042 1.312 -2.101
H -3.022 -0.400 0.830
H -1.796 0.273 1.926
H -3.641 2.770 -2.737
H -4.075 3.481 -1.153
H 0.070 -0.108 0.254
H 1.445 3.503 -3.245
H -4.538 1.745 -1.578
H 3.979 -3.228 2.426
```

***

# 5
Molecular formula: C14H24F6NaO18S2
Method: DFT, wB97M-V/def2-TZVPD

Properties
orbital gap	0.2176	Ha
LUMO level	0.416	eV
energy relative to the best compared isomer or geometry (same formula, charge and spin)	468.4	kJ/mol
strongest force on any atom	0.0937	hartree/bohr
total charge	-1

XYZ file:
```
65
C14H24F6NaO18S2, DFT wB97M-V/def2-TZVPD
S 16.492 2.215 14.309
S 18.567 -1.673 8.729
Na 13.372 0.399 9.977
F 18.149 -3.942 7.248
F 15.530 2.464 16.712
F 18.084 -1.973 6.128
F 15.229 4.380 15.567
F 17.202 3.786 16.500
F 20.026 -2.823 6.749
O 13.294 4.037 7.942
O 12.174 5.452 6.545
O 17.107 -1.549 8.815
O 12.051 -3.344 11.487
O 16.822 3.168 13.262
O 12.352 -1.907 6.256
O 15.239 1.531 13.966
O 12.782 -2.696 4.176
O 7.609 1.403 11.003
O 17.606 1.327 14.596
O 11.694 -4.033 5.614
O 9.818 2.016 11.129
O 11.437 -5.010 13.038
O 13.150 -5.402 11.709
O 8.360 1.889 12.954
O 19.160 -0.326 8.611
O 13.414 6.342 8.093
O 19.150 -2.476 9.830
C 18.715 -2.681 7.124
C 8.695 1.812 11.631
C 7.426 1.153 9.624
C 10.658 -4.076 13.766
C 9.438 2.098 13.823
C 12.197 -4.487 12.023
C 11.640 -5.045 4.604
C 12.283 -2.800 5.419
C 16.050 3.369 15.895
C 11.439 4.443 5.864
C 14.137 6.340 9.307
C 12.998 5.204 7.535
C 14.035 -5.068 10.583
C 13.347 -1.423 3.841
H 8.131 0.397 9.278
H 12.063 -4.822 3.625
H 14.114 -1.540 3.076
H 15.068 5.791 9.172
H 9.810 3.108 13.653
H 14.442 7.367 9.507
H 6.422 0.733 9.679
H 10.398 -4.640 14.661
H 14.834 -4.492 11.050
H 10.967 4.992 5.049
H 10.655 -5.492 4.465
H 12.178 -5.888 5.038
H 10.608 4.100 6.480
H 12.042 3.566 5.629
H 13.550 -4.483 9.801
H 14.365 -6.030 10.191
H 13.608 5.892 10.149
H 9.100 2.114 14.859
H 14.015 -1.111 4.643
H 11.142 -3.130 14.010
H 7.478 2.086 9.064
H 10.270 1.393 13.810
H 9.647 -3.908 13.395
H 12.474 -0.793 3.669
```

***

# 6
Molecular formula: C14H24N
Method: DFT, wB97M-V/def2-TZVPD

Properties
orbital gap	0.3242	Ha
LUMO level	-3.679	eV
energy relative to the best compared isomer or geometry (same formula, charge and spin)	461.8	kJ/mol
strongest force on any atom	0.0732	hartree/bohr
total charge	+1

XYZ file:
```
39
C14H24N, DFT wB97M-V/def2-TZVPD
N 0.846 1.395 -0.020
C 2.228 -1.519 1.107
C 1.599 -1.419 -1.388
C -3.179 -0.259 -1.159
C -0.053 2.505 0.494
C -1.816 -0.157 -1.042
C 0.283 0.014 0.345
C -4.002 -0.157 0.004
C -0.042 -2.415 0.282
C -2.050 0.075 1.326
C 1.058 -1.337 0.054
C 0.917 1.606 -1.518
C -1.190 0.005 0.174
C -3.413 -0.164 1.240
C 2.259 1.471 0.454
H 0.432 -3.405 0.015
H -1.597 0.409 2.349
H -0.153 2.446 1.583
H 0.796 -1.266 -2.046
H 2.526 -2.554 1.349
H 0.158 3.607 0.220
H -0.027 1.573 -2.164
H -1.026 2.286 -0.025
H 1.788 0.970 -1.972
H -5.077 -0.275 -0.208
H -4.063 -0.116 2.164
H 2.035 -2.470 -1.494
H 0.416 0.161 2.225
H 1.233 2.754 -1.645
H 1.884 -0.937 1.916
H -0.962 -2.186 -0.405
H -3.621 -0.428 -2.168
H 2.712 2.444 -0.061
H 2.309 -0.595 -1.733
H 2.788 0.627 -0.034
H -0.363 -2.545 1.314
H -1.179 -0.482 -1.904
H 3.294 -1.220 0.798
H 2.254 1.557 1.578
```